# 1
Below is a structure of composition C14H26N2O4Pt in a non-equilibrium geometry, with properties calculated with ωB97M-V/def2-TZVPD.

Structure (XYZ):
```
47
C14H26N2O4Pt ωB97M-V/def2-TZVPD
Pt 11.048 8.646 28.843
N 11.361 12.977 29.408
C 10.955 13.631 30.551
C 10.999 15.012 30.823
C 11.317 15.877 29.742
C 11.737 15.270 28.555
C 11.849 13.874 28.494
H 10.605 12.900 31.265
H 10.713 15.470 31.759
H 11.332 16.953 29.835
H 12.186 15.844 27.758
H 12.376 13.464 27.645
N 10.538 4.539 27.473
C 9.690 3.594 27.997
C 9.604 2.284 27.581
C 10.471 1.776 26.592
C 11.351 2.690 26.060
C 11.357 3.996 26.557
H 8.945 3.898 28.718
H 8.903 1.607 28.047
H 10.333 0.776 26.206
H 11.991 2.417 25.234
H 12.144 4.574 26.095
C 9.332 9.680 24.269
O 10.562 9.486 24.979
H 9.302 10.619 23.717
H 9.129 8.857 23.583
H 8.533 9.780 25.004
H 11.213 9.541 24.275
C 10.964 7.027 33.621
O 11.395 7.890 32.597
H 10.387 7.539 34.391
H 10.390 6.160 33.294
H 11.801 6.582 34.158
H 12.023 8.443 33.068
C 6.353 8.840 31.302
O 7.053 9.247 30.118
H 6.254 9.707 31.956
H 5.389 8.359 31.138
H 6.868 8.181 32.001
H 6.417 9.889 29.793
C 15.526 7.039 29.092
O 14.846 8.199 28.683
H 14.958 6.505 29.853
H 15.695 6.389 28.233
H 16.546 7.144 29.464
H 15.464 8.913 28.510
```

The frontier orbital gap (alpha / beta) is 4.26 / 1.67 eV. As for the expectation value of S²: 2.047. As for the spin multiplicity: 3. Its charge is +2. The HOMO energy (alpha / beta) is -13.11 / -13.11 eV. As for the energy above the lowest of the compared OMol25 structures with the same formula, charge and spin: 199.40 kcal per mole.

How positive or negative is each atom? The Mulliken charges in e answer that: number 1, Pt, carries 0.923; number 2, N, carries -0.349; number 3, C, carries -0.005; number 4, C, carries -0.348; number 5, C, carries -0.159; number 6, C, carries -0.240; number 7, C, carries 0.053; number 8, H, carries 0.433; number 9, H, carries 0.408; number 10, H, carries 0.432; number 11, H, carries 0.376; number 12, H, carries 0.402; number 13, N, carries -0.397; number 14, C, carries -0.230; number 15, C, carries -0.295; number 16, C, carries -0.301; number 17, C, carries -0.315; number 18, C, carries -0.137; number 19, H, carries 0.320; number 20, H, carries 0.338; number 21, H, carries 0.394; number 22, H, carries 0.346; number 23, H, carries 0.307; number 24, C, carries -0.523; number 25, O, carries -0.484; number 26, H, carries 0.270; number 27, H, carries 0.265; number 28, H, carries 0.185; number 29, H, carries 0.297; number 30, C, carries -0.617; number 31, O, carries -0.464; number 32, H, carries 0.262; number 33, H, carries 0.234; number 34, H, carries 0.301; number 35, H, carries 0.298; number 36, C, carries -0.628; number 37, O, carries -0.480; number 38, H, carries 0.283; number 39, H, carries 0.280; number 40, H, carries 0.234; number 41, H, carries 0.314; number 42, C, carries -0.551; number 43, O, carries -0.479; number 44, H, carries 0.206; number 45, H, carries 0.259; number 46, H, carries 0.284; number 47, H, carries 0.296

# 2
Below is a structure of composition C2H2N2O2, with properties calculated with ωB97M-V/def2-TZVPD.

Structure (XYZ):
```
8
C2H2N2O2 ωB97M-V/def2-TZVPD
O -1.457 -0.878 -0.267
C -0.469 -0.004 -0.418
N -0.293 1.101 -1.038
O -0.044 1.073 0.464
C 1.425 -0.141 0.634
N 0.977 -0.975 -0.089
H -2.262 -0.468 -0.617
H 2.122 0.292 1.330
```

The frontier orbital gap (alpha / beta) is 10.06 / 10.06 eV. As for the spin multiplicity: 1. The HOMO energy (alpha / beta) is -9.69 / -9.69 eV. As for the energy above the lowest of the compared OMol25 structures with the same formula, charge and spin: 148.14 kcal per mole.

How positive or negative is each atom? The Mulliken charges in e answer that: number 1, O, carries -0.447; number 2, C, carries 1.033; number 3, N, carries -0.554; number 4, O, carries -0.358; number 5, C, carries 0.068; number 6, N, carries -0.442; number 7, H, carries 0.391; number 8, H, carries 0.309

# 3
Below is a structure of composition C6H9N, with properties calculated with ωB97M-V/def2-TZVPD.

Structure (XYZ):
```
16
C6H9N ωB97M-V/def2-TZVPD
C -1.004 1.481 0.701
N -0.219 0.541 0.320
C -0.015 -0.917 0.630
C -0.290 -0.970 -0.861
C 0.631 0.236 -0.883
C 1.948 -0.158 -0.172
C 1.520 -0.923 0.832
H -1.634 1.328 1.569
H -1.025 2.412 0.148
H -2.646 0.495 -0.762
H -0.672 -1.351 1.387
H -2.128 -0.061 -0.961
H -0.130 -1.860 -1.470
H 0.638 0.984 -1.680
H 2.951 0.164 -0.426
H 2.074 -1.404 1.628
```

The frontier orbital gap (alpha / beta) is 7.39 / 7.38 eV. As for the spin multiplicity: 1. The HOMO energy (alpha / beta) is -6.50 / -6.50 eV. As for the energy above the lowest of the compared OMol25 structures with the same formula, charge and spin: 164.98 kcal per mole.

How positive or negative is each atom? The Mulliken charges in e answer that: number 1, C, carries -0.357; number 2, N, carries -0.110; number 3, C, carries 0.071; number 4, C, carries -1.120; number 5, C, carries 0.073; number 6, C, carries -0.591; number 7, C, carries -0.591; number 8, H, carries 0.299; number 9, H, carries 0.300; number 10, H, carries 0.160; number 11, H, carries 0.450; number 12, H, carries -0.248; number 13, H, carries 0.378; number 14, H, carries 0.449; number 15, H, carries 0.418; number 16, H, carries 0.419

# 4
Below is a cluster of 2 separate species, H4O2 in total in a non-equilibrium geometry, with properties calculated with ωB97M-V/def2-TZVPD.

Structure (XYZ):
```
6
H4O2 ωB97M-V/def2-TZVPD
O -1.233 -0.231 -0.931
H -1.600 0.330 -1.661
H -0.280 -0.009 -1.050
O 1.470 0.020 1.156
H 0.906 -0.782 1.328
H 0.738 0.673 1.158
```

The frontier orbital gap is 12.43 eV. As for the spin multiplicity: 1. The HOMO energy is -11.68 eV. As for the energy above the lowest of the compared OMol25 structures with the same formula, charge and spin: 5.28 kcal per mole. The SMILES is O.O.

How positive or negative is each atom? The Mulliken charges in e answer that: number 1, O, carries -0.649; number 2, H, carries 0.322; number 3, H, carries 0.334; number 4, O, carries -0.667; number 5, H, carries 0.337; number 6, H, carries 0.323

# 5
Below is an isolated molecule of C4H6O2 in a non-equilibrium geometry, with properties calculated with ωB97M-V/def2-TZVPD.

Structure (XYZ):
```
12
C4H6O2 ωB97M-V/def2-TZVPD
O 0.153 -0.616 -1.999
C -0.742 -0.225 -0.531
C -0.169 -0.818 0.749
C 0.961 0.223 0.781
C -0.341 0.943 0.389
O -1.055 0.165 1.423
H 0.055 0.152 -2.590
H -1.202 -0.594 -1.474
H -0.183 -1.850 1.101
H 1.320 0.464 1.788
H 1.759 0.144 0.041
H -0.555 2.012 0.324
```

The frontier orbital gap is 10.53 eV. As for the spin multiplicity: 1. The HOMO energy is -9.66 eV. As for the energy above the lowest of the compared OMol25 structures with the same formula, charge and spin: 145.19 kcal per mole.

How positive or negative is each atom? The Mulliken charges in e answer that: number 1, O, carries -0.635; number 2, C, carries -0.350; number 3, C, carries -0.148; number 4, C, carries -0.491; number 5, C, carries -0.229; number 6, O, carries -0.462; number 7, H, carries 0.307; number 8, H, carries 0.570; number 9, H, carries 0.456; number 10, H, carries 0.270; number 11, H, carries 0.253; number 12, H, carries 0.459

# 6
Below is an isolated molecule of C3H3NO2S in a non-equilibrium geometry, with properties calculated with ωB97M-V/def2-TZVPD.

Structure (XYZ):
```
10
C3H3NO2S ωB97M-V/def2-TZVPD
O 2.270 -0.257 0.491
C 1.087 -0.292 0.260
C -0.169 -0.180 1.158
O -1.275 0.057 0.252
C -0.871 0.366 -0.888
S -1.965 0.770 -2.074
N 0.464 0.011 -0.951
H -0.180 0.670 1.890
H -0.357 -1.194 1.713
H 0.995 0.049 -1.854
```

The frontier orbital gap is 9.05 eV. As for the spin multiplicity: 1. The HOMO energy is -9.01 eV. As for the energy above the lowest of the compared OMol25 structures with the same formula, charge and spin: 33.73 kcal per mole. The SMILES is O=C1COC(=S)N1.

How positive or negative is each atom? The Mulliken charges in e answer that: number 1, O, carries -0.540; number 2, C, carries 0.449; number 3, C, carries -0.220; number 4, O, carries -0.257; number 5, C, carries 0.223; number 6, S, carries -0.325; number 7, N, carries -0.083; number 8, H, carries 0.265; number 9, H, carries 0.241; number 10, H, carries 0.246

# 7
Below is a cluster of 15 separate species, C40H70Cl10N11O20 in total in a non-equilibrium geometry, with properties calculated with ωB97M-V/def2-TZVPD.

Structure (XYZ):
```
151
C40H70Cl10N11O20 ωB97M-V/def2-TZVPD
C 8.863 5.059 17.056
C 9.942 3.980 16.612
C 9.723 3.502 15.144
N 10.298 2.147 14.723
C 11.866 2.182 14.792
C 9.896 1.816 13.301
C 9.919 0.263 13.232
C 9.826 -0.218 14.687
C 9.614 1.034 15.489
H 9.136 5.561 17.985
H 7.866 4.641 17.188
H 8.819 5.828 16.285
H 9.895 3.135 17.299
H 10.939 4.409 16.715
H 10.109 4.310 14.523
H 8.663 3.425 14.903
H 12.246 1.638 13.928
H 12.223 1.801 15.749
H 12.232 3.209 14.813
H 10.530 2.235 12.520
H 8.851 2.050 13.098
H 10.769 -0.078 12.641
H 8.995 -0.069 12.759
H 10.723 -0.679 15.100
H 9.055 -0.983 14.780
H 10.173 0.985 16.424
H 8.572 1.273 15.701
C 15.961 2.904 7.798
C 14.475 2.817 8.348
N 14.426 1.890 9.492
C 15.034 2.097 10.733
C 14.851 0.929 11.477
N 14.019 0.093 10.806
C 13.782 0.614 9.582
C 13.599 -1.196 11.191
H 16.640 2.994 8.646
H 15.953 3.726 7.083
H 16.108 1.939 7.313
H 13.830 2.374 7.589
H 14.042 3.787 8.594
H 15.478 3.036 11.028
H 15.122 0.608 12.472
H 13.310 0.124 8.743
H 13.448 -1.195 12.270
H 14.332 -1.946 10.893
H 12.623 -1.434 10.768
C 9.124 -3.719 12.874
C 8.775 -3.465 11.396
N 8.505 -4.732 10.708
C 9.394 -5.821 10.538
C 8.701 -6.821 9.871
N 7.468 -6.341 9.457
C 7.273 -5.082 10.029
C 6.367 -7.052 8.830
H 9.115 -2.733 13.338
H 10.129 -4.104 13.049
H 8.456 -4.395 13.408
H 9.619 -2.909 10.989
H 7.854 -2.894 11.276
H 10.392 -5.731 10.939
H 8.917 -7.870 9.736
H 6.343 -4.540 9.940
H 6.043 -7.822 9.530
H 6.653 -7.619 7.944
H 5.568 -6.328 8.673
Cl 14.000 -1.805 15.211
O 13.317 -0.567 14.930
O 13.091 -2.888 15.062
O 15.109 -1.999 14.368
O 14.543 -1.906 16.568
Cl 5.441 -0.706 10.435
O 4.414 0.122 11.054
O 5.722 -0.274 9.084
O 6.558 -0.306 11.173
O 5.181 -2.108 10.541
C 4.281 5.807 17.611
Cl 5.628 5.807 18.773
Cl 3.928 7.534 17.338
Cl 4.861 5.064 16.095
Cl 2.934 5.004 18.457
C 9.037 7.558 21.842
Cl 8.824 6.658 23.335
Cl 7.951 9.012 21.883
Cl 10.741 8.004 21.809
Cl 8.610 6.481 20.540
C 9.620 7.242 13.034
N 8.435 6.604 12.325
O 7.730 5.815 12.997
O 8.183 7.051 11.205
H 9.376 7.759 13.962
H 10.213 7.873 12.371
H 10.271 6.471 13.447
C 3.841 1.674 14.230
N 5.263 1.467 14.137
O 5.714 0.341 14.462
O 5.988 2.441 13.885
H 3.443 1.590 13.219
H 3.637 2.634 14.704
H 3.464 0.927 14.929
C 8.011 1.174 18.815
N 7.696 2.240 19.837
O 7.813 1.895 21.017
O 7.594 3.384 19.372
H 7.654 1.573 17.865
H 7.554 0.232 19.116
H 9.093 1.080 18.720
C 12.256 -1.997 19.368
N 11.507 -1.235 18.358
O 11.311 -0.025 18.515
O 10.974 -1.787 17.424
H 13.175 -1.499 19.678
H 12.396 -2.986 18.931
H 11.663 -2.165 20.267
C 6.055 4.284 10.660
N 7.013 3.300 10.232
O 8.147 3.437 10.744
O 6.765 2.501 9.310
H 5.502 4.730 9.834
H 6.574 5.079 11.195
H 5.365 3.837 11.376
C 14.835 1.213 17.734
N 14.683 2.713 17.945
O 15.649 3.373 18.124
O 13.590 3.169 17.719
H 15.390 0.917 16.844
H 13.833 0.785 17.765
H 15.381 0.845 18.602
C 7.655 -2.511 17.439
C 7.530 -3.862 17.895
C 6.703 -4.760 17.148
C 6.188 -4.319 15.932
C 6.267 -3.004 15.568
C 7.012 -2.128 16.311
H 8.220 -1.788 18.009
H 7.969 -4.093 18.854
H 6.582 -5.806 17.390
H 5.494 -4.903 15.346
H 5.820 -2.633 14.657
H 7.070 -1.091 16.018
C 13.203 6.347 18.394
C 12.889 7.461 19.083
C 12.161 8.445 18.413
C 11.732 8.274 17.083
C 12.209 7.154 16.377
C 12.953 6.165 17.052
H 13.656 5.482 18.856
H 13.087 7.522 20.142
H 11.812 9.367 18.855
H 11.109 8.958 16.526
H 12.008 7.085 15.318
H 13.165 5.230 16.556
```

The frontier orbital gap is 7.09 eV. As for the spin multiplicity: 1. Its charge is +1. The HOMO energy is -9.95 eV.

Atomic partial charges in e from the Mulliken method, atoms 1 to 99: number 1, C, carries -0.752; number 2, C, carries 1.550; number 3, C, carries -1.262; number 4, N, carries 1.285; number 5, C, carries -0.608; number 6, C, carries -1.026; number 7, C, carries 0.080; number 8, C, carries 1.218; number 9, C, carries -0.070; number 10, H, carries 0.002; number 11, H, carries 0.234; number 12, H, carries 0.214; number 13, H, carries -0.206; number 14, H, carries -0.726; number 15, H, carries 0.436; number 16, H, carries 0.338; number 17, H, carries 0.125; number 18, H, carries 0.329; number 19, H, carries 0.040; number 20, H, carries 0.580; number 21, H, carries 0.091; number 22, H, carries -0.159; number 23, H, carries 0.203; number 24, H, carries -0.548; number 25, H, carries -0.383; number 26, H, carries 0.209; number 27, H, carries -0.228; number 28, C, carries -0.924; number 29, C, carries -0.618; number 30, N, carries 0.189; number 31, C, carries -0.469; number 32, C, carries -0.512; number 33, N, carries 0.284; number 34, C, carries -0.207; number 35, C, carries -0.631; number 36, H, carries 0.343; number 37, H, carries 0.343; number 38, H, carries 0.304; number 39, H, carries 0.303; number 40, H, carries 0.370; number 41, H, carries 0.478; number 42, H, carries 0.589; number 43, H, carries 0.401; number 44, H, carries -0.034; number 45, H, carries 0.331; number 46, H, carries 0.378; number 47, C, carries -0.884; number 48, C, carries 0.071; number 49, N, carries 0.308; number 50, C, carries -0.202; number 51, C, carries -0.583; number 52, N, carries 0.163; number 53, C, carries -0.197; number 54, C, carries -0.795; number 55, H, carries -0.006; number 56, H, carries 0.392; number 57, H, carries 0.419; number 58, H, carries 0.015; number 59, H, carries 0.026; number 60, H, carries 0.457; number 61, H, carries 0.435; number 62, H, carries 0.398; number 63, H, carries 0.377; number 64, H, carries 0.325; number 65, H, carries 0.276; number 66, Cl, carries 1.752; number 67, O, carries -0.392; number 68, O, carries -0.731; number 69, O, carries -0.723; number 70, O, carries -0.745; number 71, Cl, carries 1.681; number 72, O, carries -0.714; number 73, O, carries -0.692; number 74, O, carries -0.599; number 75, O, carries -0.686; number 76, C, carries 0.166; number 77, Cl, carries -0.033; number 78, Cl, carries -0.099; number 79, Cl, carries 0.009; number 80, Cl, carries -0.094; number 81, C, carries 0.276; number 82, Cl, carries -0.101; number 83, Cl, carries -0.119; number 84, Cl, carries -0.093; number 85, Cl, carries 0.012; number 86, C, carries -0.863; number 87, N, carries 0.820; number 88, O, carries -0.379; number 89, O, carries -0.504; number 90, H, carries 0.385; number 91, H, carries 0.422; number 92, H, carries 0.116; number 93, C, carries -0.931; number 94, N, carries 0.770; number 95, O, carries -0.413; number 96, O, carries -0.296; number 97, H, carries 0.319; number 98, H, carries 0.256; number 99, H, carries 0.333

no.,molecular weight (g/mol)
1,481.4
2,86.0
3,95.1
4,36.0
5,86.1
6,117.1
7,1379.6